No. 1
Here is C37H44N2O3PtSbSe as an isolated structure at a distorted geometry from the OMol25 dataset. Energies are from the ωB97M-V functional and the def2-TZVPD basis.

Computed properties:
- HOMO-LUMO gap: 7.21 eV
- E_tot: -4532.365701 Eh
- Molecular weight: 960.6 Da
- Energy relative to the best compared isomer or geometry (same formula, charge and spin): 1.136 eV
- Max |F|: 0.0199 Eh/bohr

ORCA input file:
```
! RIJCOSX wB97M-V def2-TZVPD def2/J DEFGRID3
* xyz 1 1
Pt 0.453 0.156 0.241
C -3.464 -0.850 -2.366
C -2.059 -0.442 -1.949
C -1.147 -0.277 -3.167
O -1.517 -1.422 -1.056
C -2.086 0.914 -1.218
O -2.946 1.715 -1.506
O -1.152 1.219 -0.356
H -3.419 -1.788 -2.920
H -3.922 -0.085 -2.987
H -4.084 -1.000 -1.482
H -1.098 -1.211 -3.730
H -0.132 -0.018 -2.849
H -1.524 0.500 -3.828
H -1.283 -2.196 -1.580
C 6.396 0.939 1.221
C 6.046 -0.204 2.177
C 5.160 0.181 3.368
C 3.663 0.309 3.085
N 3.335 1.376 2.140
C 2.939 1.212 0.872
Se 2.735 -0.456 0.036
N 2.873 2.419 0.280
C 2.475 2.722 -1.091
C 3.670 2.784 -2.030
C 3.268 3.184 -3.448
C 2.289 2.211 -4.104
C 3.218 3.389 1.215
C 3.279 4.776 1.119
C 3.637 5.460 2.262
C 3.912 4.787 3.466
C 3.843 3.413 3.558
C 3.498 2.727 2.398
H 7.152 0.616 0.506
H 6.799 1.793 1.768
H 5.542 1.287 0.642
H 6.980 -0.598 2.582
H 5.581 -1.026 1.626
H 5.535 1.106 3.816
H 5.243 -0.589 4.138
H 3.121 0.519 4.005
H 3.269 -0.618 2.672
H 1.933 3.669 -1.063
H 1.767 1.957 -1.415
H 4.151 1.801 -2.042
H 4.401 3.495 -1.635
H 4.175 3.250 -4.050
H 2.832 4.187 -3.433
H 2.673 1.190 -4.065
H 2.132 2.472 -5.149
H 1.313 2.230 -3.618
H 3.061 5.296 0.198
H 3.703 6.538 2.233
H 4.185 5.359 4.341
H 4.048 2.901 4.487
C 1.648 0.675 6.237
C 1.140 1.698 5.444
C 0.431 1.391 4.292
C 0.220 0.058 3.936
C 0.727 -0.962 4.732
C 1.445 -0.651 5.881
Sb -0.950 -0.322 2.204
C -2.748 0.677 2.649
C -3.255 1.748 1.918
C -4.424 2.360 2.351
C -5.070 1.918 3.493
C -4.554 0.855 4.223
C -3.389 0.234 3.806
C -1.351 -2.382 2.241
C -2.660 -2.847 2.267
C -2.897 -4.215 2.223
C -1.835 -5.103 2.146
C -0.529 -4.633 2.105
C -0.282 -3.269 2.143
H 2.194 0.913 7.140
H 1.286 2.732 5.729
H 0.025 2.191 3.682
H 0.546 -1.998 4.475
H 1.831 -1.445 6.507
H -2.769 2.093 1.022
H -4.827 3.186 1.780
H -5.981 2.402 3.818
H -5.056 0.511 5.117
H -2.985 -0.589 4.387
H -3.491 -2.153 2.316
H -3.913 -4.583 2.243
H -2.025 -6.167 2.112
H 0.296 -5.329 2.036
H 0.736 -2.900 2.080
*
```


No. 2
Here is a 15-piece molecular cluster, C37H45BrCl42N3O2P2 overall at a distorted geometry from the OMol25 dataset. Energies are from the ωB97M-V functional and the def2-TZVPD basis.

Computed properties:
- HOMO-LUMO gap: 6.80 eV
- E_tot: -24335.959282 Eh
- Molecular weight: 2194.7 Da
- Max |F|: 0.0467 Eh/bohr

ORCA input file:
```
! RIJCOSX wB97M-V def2-TZVPD def2/J DEFGRID3
* xyz 1 1
C -5.495 -3.810 1.556
C -4.671 -4.124 0.309
C -3.202 -3.752 0.429
C -2.929 -2.248 0.541
N -2.823 -1.451 -0.727
Br -3.595 -1.991 -2.302
C -2.151 -0.365 -0.545
C -1.969 0.588 -1.667
C -0.844 0.231 -2.617
C 0.019 -0.831 -2.418
C 1.047 -1.088 -3.300
C 1.251 -0.294 -4.413
C 0.375 0.757 -4.631
C -0.673 1.022 -3.755
C -1.621 2.155 -4.031
C -1.603 -0.277 0.894
O -2.115 0.727 1.693
C -3.494 0.713 1.865
O -4.048 -0.095 2.546
C -4.197 1.803 1.154
C -3.480 2.937 0.771
C -4.113 3.982 0.124
C -5.468 3.876 -0.154
C -6.182 2.759 0.247
C -5.561 1.710 0.900
P 0.233 0.372 0.691
N 0.819 0.923 2.025
C -1.710 -1.775 1.336
C -0.571 -2.707 0.795
P -1.759 -2.167 3.153
N -1.185 -0.988 3.994
H -6.502 -4.205 1.458
H -5.631 -2.731 1.640
H -5.047 -4.198 2.467
H -4.706 -5.203 0.158
H -5.165 -3.687 -0.556
H -2.714 -4.303 1.229
H -2.713 -4.090 -0.491
H -3.877 -1.875 0.932
H -2.885 0.752 -2.233
H -1.723 1.550 -1.213
H -0.091 -1.483 -1.565
H 1.701 -1.923 -3.159
H 2.078 -0.485 -5.079
H 0.479 1.417 -5.479
H -2.597 1.766 -4.327
H -1.279 2.758 -4.864
H -1.738 2.807 -3.168
H -2.429 2.986 1.012
H -3.543 4.855 -0.151
H -5.962 4.676 -0.685
H -7.241 2.729 0.038
H -6.147 0.856 1.226
H 0.172 1.351 -0.313
H 0.987 -0.678 0.170
H 1.031 1.908 1.907
H -0.666 -3.667 1.292
H -0.668 -2.914 -0.267
H 0.418 -2.351 1.059
H -1.047 -3.352 3.378
H -3.104 -2.442 3.479
H -0.383 -1.290 4.531
C 2.262 -0.615 6.827
Cl 2.557 0.134 5.263
Cl 0.993 -1.836 6.699
Cl 3.741 -1.335 7.471
H 1.924 0.149 7.514
C 4.339 -3.968 10.315
Cl 5.512 -3.664 11.593
Cl 4.600 -5.563 9.598
Cl 2.688 -3.825 10.918
H 4.476 -3.222 9.547
C -1.139 -5.401 10.684
Cl -0.770 -4.410 9.267
Cl -2.328 -6.642 10.286
Cl 0.329 -6.118 11.340
H -1.566 -4.756 11.439
C 1.558 5.544 -4.852
Cl 0.030 6.394 -5.114
Cl 1.968 4.554 -6.255
Cl 2.852 6.675 -4.487
H 1.439 4.885 -4.001
C 5.115 -1.759 -1.644
Cl 3.492 -1.129 -2.000
Cl 5.651 -2.787 -2.968
Cl 6.248 -0.450 -1.344
H 5.050 -2.361 -0.747
C 4.819 -0.085 -7.880
Cl 5.016 -0.933 -6.343
Cl 3.808 1.352 -7.689
Cl 6.390 0.348 -8.554
H 4.328 -0.754 -8.575
C 7.357 -2.245 7.626
Cl 8.301 -2.266 6.137
Cl 6.229 -3.610 7.668
Cl 8.409 -2.265 9.036
H 6.780 -1.330 7.645
C 7.828 2.797 -6.203
Cl 9.400 3.593 -6.207
Cl 7.651 1.770 -4.780
Cl 6.528 3.984 -6.287
H 7.765 2.168 -7.080
C 6.206 1.884 2.309
Cl 7.400 1.945 1.009
Cl 5.064 0.556 2.073
Cl 6.995 1.752 3.877
H 5.646 2.809 2.291
C 0.635 -6.488 3.483
Cl -1.000 -5.844 3.251
Cl 1.075 -7.552 2.154
Cl 1.787 -5.164 3.645
H 0.640 -7.063 4.400
C -0.974 4.210 -9.355
Cl -0.824 3.343 -7.820
Cl -1.895 5.692 -9.137
Cl 0.617 4.548 -10.033
H -1.511 3.575 -10.046
C -9.471 -0.585 2.357
Cl -8.277 0.453 1.555
Cl -10.972 -0.628 1.442
Cl -8.829 -2.207 2.593
H -9.677 -0.159 3.330
C 5.392 7.746 -1.318
Cl 6.401 6.509 -0.570
Cl 5.655 7.797 -3.061
Cl 3.688 7.474 -0.940
H 5.675 8.706 -0.908
C -5.726 4.010 -9.460
Cl -4.580 4.062 -10.798
Cl -6.964 2.789 -9.739
Cl -4.887 3.713 -7.932
H -6.211 4.974 -9.395
*
```


No. 3
Here is C37H45Cl2N2OP3ReSe as an isolated structure at a distorted geometry from the OMol25 dataset. Energies are from the ωB97M-V functional and the def2-TZVPD basis.

Computed properties:
- HOMO-LUMO gap (alpha / beta): 6.17 / 4.62 eV
- E_tot: -6045.202915 Eh
- Molecular weight: 962.8 Da
- Expectation value of S²: 3.783
- Max |F|: 0.1374 Eh/bohr

ORCA input file:
```
! RIJCOSX wB97M-V def2-TZVPD def2/J DEFGRID3
* xyz 2 4
P 2.713 -3.310 0.545
C 1.360 -4.330 1.169
C 1.472 -5.619 0.606
H 2.108 -5.714 -0.272
C 0.833 -6.706 1.171
H 0.975 -7.689 0.722
C -0.008 -6.523 2.276
H -0.515 -7.396 2.692
C -0.209 -5.242 2.810
H -0.916 -5.140 3.644
C 0.464 -4.137 2.268
H 0.284 -3.146 2.693
C 2.646 -2.915 -1.210
C 1.621 -2.993 -2.207
H 0.564 -2.812 -1.996
C 1.990 -3.304 -3.520
H 1.234 -3.374 -4.318
C 3.336 -3.497 -3.849
H 3.644 -3.776 -4.855
C 4.346 -3.319 -2.900
H 5.400 -3.443 -3.150
C 3.999 -2.937 -1.622
H 4.744 -2.690 -0.871
C 3.436 -2.428 1.926
C 4.069 -3.430 2.694
H 3.867 -4.461 2.413
C 4.882 -3.101 3.750
H 5.331 -3.904 4.327
C 5.076 -1.752 4.065
H 5.727 -1.536 4.909
C 4.443 -0.735 3.339
H 4.614 0.306 3.633
C 3.585 -1.049 2.279
H 3.054 -0.228 1.787
Re -2.065 1.153 0.171
C -0.648 2.019 -1.117
C 0.583 1.482 -1.442
H -1.047 2.965 -1.527
C 0.800 0.103 -0.845
O 2.208 0.105 -0.418
H 2.461 -0.744 -0.007
C -0.355 0.045 0.102
H 0.696 -0.613 -1.688
C -1.328 -0.387 0.905
Cl -3.771 2.916 -0.114
Cl -3.963 0.027 1.546
P -2.850 0.331 -1.876
C -4.668 0.476 -2.042
H -4.943 1.405 -2.546
H -5.111 0.483 -1.044
H -5.036 -0.385 -2.605
C -2.250 0.401 -3.633
H -1.224 0.017 -3.724
H -2.245 1.415 -4.045
H -2.882 -0.211 -4.297
C -2.677 -1.464 -1.586
H -2.806 -1.675 -0.520
H -1.686 -1.802 -1.903
H -3.464 -1.956 -2.157
P 1.968 1.963 -2.534
C 1.432 3.329 -3.547
C 2.294 0.387 -3.405
H 1.237 4.204 -2.910
H 0.534 3.028 -4.102
H 2.258 3.549 -4.233
H 2.757 -0.376 -2.753
H 2.974 0.564 -4.249
H 1.356 -0.031 -3.808
C 3.388 2.480 -1.540
H 3.019 3.072 -0.689
H 4.008 3.121 -2.184
H 3.974 1.614 -1.201
H -1.285 -1.167 1.678
C -3.275 2.427 3.496
N -2.989 3.688 2.842
C -1.844 3.973 2.152
Se -0.493 2.746 1.836
N -2.031 5.225 1.637
C -3.302 5.707 1.933
C -3.979 6.857 1.554
C -5.298 6.996 1.998
C -5.949 5.949 2.679
C -5.282 4.752 2.978
C -3.925 4.711 2.671
H -4.272 2.112 3.197
H -3.206 2.516 4.579
H -2.580 1.667 3.156
H -1.342 5.695 1.074
H -3.465 7.605 0.955
H -5.840 7.922 1.817
H -6.986 6.070 2.987
H -5.754 3.868 3.401
*
```


No. 4
Here is C37H45N3O3PS3Sc as an isolated structure at a distorted geometry from the OMol25 dataset. Energies are from the ωB97M-V functional and the def2-TZVPD basis.

Computed properties:
- HOMO-LUMO gap: 7.69 eV
- E_tot: -4123.779622 Eh
- Molecular weight: 751.9 Da
- Energy relative to the best compared isomer or geometry (same formula, charge and spin): 0.000 eV
- Max |F|: 0.0204 Eh/bohr

ORCA input file:
```
! RIJCOSX wB97M-V def2-TZVPD def2/J DEFGRID3
* xyz 0 1
Sc -0.270 -0.755 -0.163
C -2.801 -2.755 2.595
N -1.917 -3.292 1.565
C -2.657 -4.105 0.575
C -2.297 -3.763 -0.864
C -3.022 -2.511 -1.392
N -2.136 -1.371 -1.680
C -2.171 -0.916 -2.870
C -1.387 0.177 -3.439
C -1.567 0.447 -4.807
C -0.807 1.384 -5.466
C 0.182 2.062 -4.741
C 0.371 1.823 -3.395
C -0.427 0.898 -2.706
O -0.285 0.737 -1.412
C -0.858 -4.112 2.155
C 0.033 -3.401 3.165
C 0.570 -2.037 2.728
N 0.934 -2.040 1.307
C 2.034 -2.607 0.997
C 2.523 -2.864 -0.348
C 3.814 -3.379 -0.500
C 4.363 -3.580 -1.746
C 3.593 -3.261 -2.872
C 2.308 -2.772 -2.744
C 1.750 -2.554 -1.479
O 0.525 -2.072 -1.358
H -3.186 -3.536 3.269
H -3.655 -2.265 2.122
H -2.280 -2.006 3.198
H -3.729 -3.964 0.730
H -2.464 -5.169 0.750
H -2.536 -4.614 -1.504
H -1.221 -3.611 -0.936
H -3.747 -2.183 -0.641
H -3.592 -2.767 -2.286
H -2.854 -1.390 -3.578
H -2.324 -0.117 -5.348
H -0.954 1.577 -6.523
H 0.813 2.789 -5.244
H 1.140 2.334 -2.830
H -0.243 -4.485 1.333
H -1.299 -4.988 2.649
H 0.874 -4.075 3.351
H -0.487 -3.280 4.121
H 1.425 -1.765 3.342
H -0.180 -1.270 2.881
H 2.682 -2.953 1.806
H 4.394 -3.600 0.396
H 5.371 -3.960 -1.856
H 4.015 -3.392 -3.864
H 1.707 -2.509 -3.609
S 2.737 0.348 -0.616
P 2.069 1.678 0.679
S 0.453 1.158 1.765
C 3.413 2.159 1.835
C 4.729 1.754 1.633
C 5.741 2.205 2.483
C 5.441 3.060 3.535
C 4.123 3.455 3.751
C 3.117 3.006 2.906
C 1.762 3.295 -0.129
C 2.699 3.749 -1.060
C 2.520 4.968 -1.702
C 1.398 5.744 -1.424
C 0.472 5.305 -0.489
C 0.657 4.085 0.163
H 4.950 1.085 0.811
H 6.765 1.884 2.321
H 6.230 3.423 4.186
H 3.881 4.109 4.584
H 2.088 3.306 3.077
H 3.562 3.131 -1.288
H 3.252 5.312 -2.423
H 1.253 6.694 -1.931
H -0.399 5.910 -0.264
H -0.049 3.743 0.909
C -5.425 0.817 2.534
C -4.021 1.199 2.070
S -3.577 0.257 0.608
O -2.123 -0.100 0.797
C -3.637 1.540 -0.645
C -2.561 2.609 -0.501
H -5.690 1.378 3.434
H -5.493 -0.251 2.763
H -6.175 1.043 1.769
H -3.250 0.938 2.795
H -3.942 2.260 1.847
H -4.661 1.927 -0.588
H -3.523 0.994 -1.583
H -2.712 3.246 0.371
H -2.564 3.244 -1.390
H -1.581 2.149 -0.427
*
```


No. 5
Here is a 6-piece molecular cluster, C37H46BrN7OP overall at a distorted geometry from the OMol25 dataset. Energies are from the ωB97M-V functional and the def2-TZVPD basis.

Computed properties:
- HOMO-LUMO gap: 5.74 eV
- E_tot: -4811.128137 Eh
- Molecular weight: 715.7 Da
- Max |F|: 0.0935 Eh/bohr

ORCA input file:
```
! RIJCOSX wB97M-V def2-TZVPD def2/J DEFGRID3
* xyz -1 1
C -1.513 -2.998 -4.671
C -1.154 -2.315 -3.235
Br -0.432 -3.782 -2.073
C -2.499 -1.659 -2.661
P -2.250 -0.498 -1.138
N -1.076 0.542 -2.024
C -3.373 -1.684 -0.129
C -3.570 -1.208 1.394
C -2.214 -1.312 2.280
O -1.509 -0.278 2.385
N -1.966 -2.619 2.931
C -0.563 -3.051 2.853
C 0.519 -2.536 1.878
C 1.983 -3.090 1.904
C 2.389 -4.208 2.931
C 1.309 -4.775 3.889
C -0.121 -4.194 3.840
H -2.293 -3.820 -4.456
H -1.995 -2.203 -5.360
H -0.577 -3.408 -5.190
H -0.342 -1.542 -3.467
H -3.216 -2.528 -2.388
H -3.055 -1.042 -3.460
H -1.105 -1.265 -0.642
H -2.182 0.453 -0.044
H -3.401 0.275 -1.633
H -1.087 1.504 -1.625
H -0.138 0.130 -1.838
H -4.417 -1.715 -0.614
H -2.959 -2.750 -0.138
H -4.333 -1.908 1.917
H -4.017 -0.146 1.487
H -2.143 -2.466 3.947
H 0.222 -1.700 1.145
H 2.739 -2.641 1.180
H 3.461 -4.609 2.982
H 1.580 -5.606 4.622
H -0.906 -4.624 4.565
N 2.159 -7.892 1.602
C 1.622 -6.964 0.793
C 1.266 -7.204 -0.525
C 1.480 -8.474 -1.042
C 2.035 -9.451 -0.227
C 2.354 -9.113 1.078
H 1.478 -5.987 1.241
H 0.834 -6.419 -1.133
H 1.215 -8.700 -2.069
H 2.216 -10.453 -0.598
H 2.787 -9.843 1.754
N -0.681 3.859 -0.988
C -0.703 4.319 -2.249
C -0.655 5.665 -2.580
C -0.584 6.591 -1.550
C -0.562 6.143 -0.237
C -0.611 4.776 -0.011
H -0.762 3.555 -3.019
H -0.673 5.980 -3.616
H -0.546 7.653 -1.769
H -0.508 6.838 0.591
H -0.593 4.376 0.998
N -1.110 7.874 -5.372
C -1.789 8.827 -6.031
C -1.346 9.420 -7.202
C -0.127 9.012 -7.724
C 0.597 8.030 -7.062
C 0.065 7.496 -5.900
H -2.734 9.114 -5.582
H -1.938 10.183 -7.692
H 0.254 9.453 -8.638
H 1.551 7.688 -7.442
H 0.592 6.724 -5.349
N -2.513 4.090 5.260
C -3.043 5.000 4.427
C -3.394 4.731 3.114
C -3.183 3.448 2.627
C -2.635 2.488 3.465
C -2.321 2.856 4.764
H -3.186 5.988 4.852
H -3.821 5.505 2.487
H -3.444 3.199 1.603
H -2.457 1.478 3.117
H -1.894 2.140 5.459
N 5.530 -3.316 3.815
C 5.432 -2.584 4.936
C 6.242 -1.497 5.221
C 7.217 -1.145 4.299
C 7.342 -1.886 3.132
C 6.480 -2.953 2.938
H 4.657 -2.900 5.627
H 6.115 -0.941 6.142
H 7.872 -0.301 4.487
H 8.092 -1.639 2.391
H 6.536 -3.560 2.040
*
```